Record 1
Below is a cluster of 2 separate species, C4H10N4 in total, with properties calculated with ωB97M-V/def2-TZVPD.

Values from the calculation:
Maximum force ... 0.9 eV/A
HOMO (alpha / beta) ... -0.235 / -0.235 Eh
Orbital gap (alpha / beta) ... 5.992 / 5.988 eV
E_LUMO (alpha / beta) ... -0.4 / -0.4 eV

Geometry (Å):
H -1.26 -0.96 -1.31
N -0.23 0.61 -2.22
H 2.39 -2.10 1.41
H -0.81 1.39 -1.90
H -2.75 0.18 1.00
N 0.44 0.32 1.28
H 0.71 0.95 -2.36
N -1.85 -0.27 1.12
H -1.86 -1.22 0.79
H 0.50 -1.16 -1.40
C 2.36 -1.23 0.77
H -0.35 2.41 0.30
C -0.84 0.53 0.53
N -1.14 1.77 0.20
C 1.31 -0.44 0.79
H 0.54 0.75 2.22
C -0.30 -0.44 -1.27
H 3.14 -1.10 0.04



Record 2
Below is an isolated molecule of C3H5FN2S at a distorted geometry, with properties calculated with ωB97M-V/def2-TZVPD.

Values from the calculation:
Maximum force ... 6.8 eV/A
SMILES ... [H]/N=C(/NS)C(=C)F
HOMO ... -0.339 Eh
Orbital gap ... 9.761 eV
E_LUMO ... 0.5 eV

Geometry (Å):
S 1.84 0.45 1.70
H 1.27 1.90 1.62
N -0.54 -1.79 0.05
H -0.02 -1.09 2.46
F -0.33 1.64 0.28
H -0.38 -0.60 -2.20
H -0.88 -1.91 -1.03
H -0.71 1.43 -2.55
C -0.02 -0.72 0.32
C -0.20 0.56 -0.47
C -0.34 0.62 -1.83
N 0.31 -0.50 1.62



Record 3
Below is a structure of composition C21H24N2O2P2Ti at a distorted geometry, with properties calculated with ωB97M-V/def2-TZVPD.

Values from the calculation:
Spin multiplicity ... 2
Maximum force ... 3.7 eV/A
HOMO (alpha / beta) ... -0.333 / -0.346 Eh
Orbital gap (alpha / beta) ... 6.107 / 5.676 eV
E_LUMO (alpha / beta) ... -2.9 / -3.7 eV
Total charge ... +1

Geometry (Å):
H 1.83 -2.65 2.37
C -0.07 -5.03 2.14
C -1.26 3.37 -0.95
N 2.09 0.63 1.79
C -2.75 2.25 0.64
H 0.86 -1.29 1.78
H -3.55 -3.33 -2.53
C -0.57 2.17 -1.20
H 3.46 1.28 -2.82
C -2.82 -2.87 -1.88
H 0.87 1.26 -2.61
H 1.59 4.83 -0.68
H -3.59 2.32 1.35
C 2.55 4.35 -0.93
C 3.76 2.08 -2.12
H -0.95 4.27 -1.48
H 0.41 -2.07 3.31
H 0.72 -5.59 1.63
O 0.02 3.58 2.38
H -2.80 4.34 0.16
C 0.81 -2.25 2.30
O 2.95 1.25 3.93
H 0.19 -4.94 3.21
C -2.59 -0.30 0.82
H -4.29 -1.92 -0.58
H 4.12 2.96 -2.69
C 0.37 2.76 1.63
H -1.01 -5.57 2.05
H -1.11 -3.80 -2.83
C 0.36 -3.51 -0.31
C -0.89 -1.32 -0.53
H 4.57 1.71 -1.48
C -1.02 1.01 -0.49
H 0.75 3.05 -2.68
N -0.17 -0.14 -0.43
H -1.62 -2.85 1.47
C -1.45 -3.12 -2.05
P 2.37 2.54 -1.05
H 1.42 -3.22 -0.41
C -2.28 -1.28 -0.14
H -3.45 -0.38 1.48
C -0.54 -2.61 -1.11
Ti 0.94 1.28 0.30
C -2.15 1.00 0.41
H 0.25 -4.56 -0.60
P -0.27 -3.39 1.43
C -2.30 3.39 -0.02
H 2.94 4.75 -1.88
C 2.52 0.93 2.88
C 0.75 2.18 -2.02
H 3.27 4.56 -0.13
C -3.24 -2.06 -0.83



Record 4
Below is a cluster of 2 separate species, CH3BrO in total at a distorted geometry, with properties calculated with ωB97M-V/def2-TZVPD.

Values from the calculation:
Maximum force ... 4.7 eV/A
HOMO (alpha / beta) ... -0.331 / -0.330 Eh
Orbital gap (alpha / beta) ... 7.849 / 7.788 eV
E_LUMO (alpha / beta) ... -1.2 / -1.2 eV

Geometry (Å):
O -0.99 1.05 -0.03
Br -2.47 0.18 0.01
H 1.36 0.42 0.71
H 1.16 -0.48 -0.95
C 0.78 -0.15 0.00
H 0.16 -1.01 0.26



The evaluated relative energy (zero: lowest compared OMol25 entry of this formula, charge and spin) for the records listed, in turn: 133.7 77.5 45.2 97.4 kcal/mol.